[1]
The following is a DFT calculation (the ωB97M-V functional and the def2-TZVPD basis) of a 7-piece molecular cluster, C20H47N7O10S overall in a non-equilibrium geometry.

Results
Strongest force on any atom, eV/Å: 4.65
Total charge: 0
LUMO, Eh: 0.015

Each line ends with the Löwdin charge.
Positions of all 85 atoms, in Å:
S (-3.842, 2.636, -0.697)  0.642
O (-4.780, 3.001, -1.730)  -0.289
O (5.556, -5.279, -0.177)  0.014
O (-2.558, 1.793, -1.315)  -0.148
O (-1.727, 7.158, -4.142)  0.000
O (-3.409, 6.817, -0.690)  -0.028
O (-1.851, -4.421, 0.201)  -0.002
O (0.144, -3.842, 4.468)  -0.001
O (5.036, -6.973, 4.964)  0.014
O (-4.511, 1.729, 0.198)  -0.292
O (-0.430, 2.398, -1.492)  0.185
N (0.547, 7.189, -4.224)  -0.197
N (3.682, -8.748, 5.416)  -0.198
N (-2.542, -2.360, -0.484)  -0.194
N (1.632, -4.910, 3.112)  -0.192
N (-1.781, 3.710, -2.718)  0.150
N (-4.907, 8.383, -1.376)  -0.189
N (4.860, -3.219, -0.865)  -0.203
C (4.577, -1.840, -0.520)  -0.060
C (-2.104, -3.250, 0.428)  -0.351
C (1.284, -4.141, 4.164)  -0.365
C (-4.905, 7.883, -2.745)  -0.021
C (5.301, -4.112, 0.049)  -0.375
C (-5.740, 9.521, -1.043)  -0.053
C (-1.528, 2.624, -1.802)  -0.597
C (1.748, 7.360, -5.018)  -0.059
C (0.585, -5.439, 2.252)  -0.031
C (-4.137, 7.774, -0.464)  -0.321
C (-2.823, -0.976, -0.142)  -0.055
C (4.829, -8.041, 5.507)  -0.348
C (0.673, 6.897, -2.806)  -0.034
C (-2.738, -2.800, -1.852)  -0.042
C (2.596, -8.214, 4.614)  -0.040
C (-0.686, 7.291, -4.759)  -0.348
C (3.016, -5.224, 2.812)  -0.052
C (3.501, -10.017, 6.092)  -0.060
C (4.665, -3.659, -2.235)  -0.043
C (-3.366, 4.130, 0.201)  -0.105
H (-3.469, -3.611, -1.872)  0.092
H (2.305, -7.238, 5.008)  0.094
H (-5.574, 8.478, -3.364)  0.089
H (-3.892, 7.931, -3.146)  0.073
H (3.936, -4.471, -2.255)  0.093
H (1.742, -8.888, 4.634)  0.092
H (0.175, 7.679, -2.230)  0.093
H (-2.188, -0.324, -0.737)  0.070
H (3.148, -6.302, 2.839)  0.055
H (-3.700, 4.986, -0.424)  0.029
H (2.658, -9.943, 6.783)  0.089
H (-1.794, -3.177, -2.252)  0.091
H (5.416, -3.678, 1.057)  0.129
H (-2.406, 3.329, -3.433)  0.105
H (1.722, 6.846, -2.524)  0.087
H (-0.091, -6.057, 2.845)  0.095
H (2.332, 8.191, -4.615)  0.089
H (4.769, -1.661, 0.537)  0.083
H (-5.231, 6.842, -2.747)  0.098
H (5.590, -8.531, 6.138)  0.131
H (-4.212, 8.223, 0.539)  0.139
H (4.396, -10.286, 6.651)  0.082
H (1.496, 7.573, -6.056)  0.082
H (-1.988, -2.816, 1.436)  0.136
H (-2.268, 4.171, 0.326)  0.085
H (5.212, -1.181, -1.115)  0.088
H (-2.274, 4.485, -2.266)  0.081
H (-3.091, -1.975, -2.467)  0.085
H (0.187, 5.944, -2.589)  0.079
H (-2.631, -0.792, 0.914)  0.094
H (2.343, 6.446, -4.975)  0.090
H (3.296, -10.795, 5.353)  0.089
H (1.018, -6.035, 1.451)  0.093
H (-0.673, 7.513, -5.840)  0.132
H (2.153, -3.793, 4.749)  0.131
H (3.687, -4.764, 3.536)  0.088
H (-3.891, 4.222, 1.167)  0.092
H (4.309, -2.833, -2.849)  0.085
H (-5.440, 10.378, -1.650)  0.092
H (-3.870, -0.760, -0.359)  0.087
H (0.015, -4.615, 1.825)  0.065
H (3.528, -1.622, -0.733)  0.089
H (3.257, -4.853, 1.813)  0.074
H (-5.638, 9.779, 0.011)  0.084
H (-6.784, 9.278, -1.250)  0.092
H (5.609, -4.032, -2.635)  0.092
H (2.939, -8.088, 3.587)  0.080



[2]
The following is a DFT calculation (the ωB97M-V functional and the def2-TZVPD basis) of a 4-piece molecular cluster, C20H49ClN3O10S3Si overall in a non-equilibrium geometry.

Results
ΔE to the lowest compared entry with this formula, charge and spin, eV: 0.0000
Strongest force on any atom, eV/Å: 1.01
Total charge: +1
LUMO, Eh: -0.094

Each line ends with the Löwdin charge.
Positions of all 87 atoms, in Å:
Cl (-3.159, 1.611, -4.060)  0.692
S (0.821, -3.972, 6.324)  0.562
S (-3.477, -0.608, 1.639)  0.567
S (-0.409, 2.660, 4.954)  0.557
Si (4.616, 0.890, -4.122)  0.409
O (1.042, -2.540, 5.677)  -0.257
O (-0.926, 2.871, 6.270)  -0.264
O (-4.553, -1.685, 2.033)  -0.251
O (0.459, -4.889, 5.283)  -0.285
O (-2.483, -0.519, 2.662)  -0.278
O (3.226, 0.786, -3.183)  -0.217
O (-3.065, -0.831, 0.279)  -0.300
O (-0.015, -3.859, 7.477)  -0.270
O (0.223, 4.015, 4.429)  -0.264
O (0.502, 1.583, 4.706)  -0.276
N (-1.545, -0.966, -2.628)  0.214
N (-1.429, -0.255, -4.874)  -0.038
N (0.341, 0.078, -3.562)  0.040
C (-1.732, 2.544, 3.804)  -0.128
C (4.669, 2.658, -4.719)  -0.147
C (2.675, -0.459, -2.828)  -0.251
C (2.553, 4.028, 5.241)  -0.071
C (0.830, 0.281, -4.931)  -0.071
C (6.143, 0.548, -3.125)  -0.156
C (2.480, -4.254, 6.829)  -0.121
C (-3.249, 1.495, -7.159)  -0.112
C (-0.031, -2.031, 4.847)  -0.245
C (-0.882, -0.389, -3.650)  -0.371
C (-3.323, 0.149, -6.417)  -0.235
C (-1.177, -1.462, 5.652)  -0.063
C (-3.319, -3.637, 2.906)  -0.058
C (-2.843, 0.097, -4.965)  -0.627
C (-4.234, -3.092, 1.832)  -0.227
C (1.222, -0.282, -2.440)  -0.084
C (1.187, 4.676, 5.291)  -0.241
C (-0.457, 0.497, -5.712)  -0.065
C (4.542, -0.249, -5.602)  -0.160
C (-4.522, 0.802, 1.717)  -0.110
H (0.431, -1.252, 4.244)  0.115
H (0.846, -1.195, -1.972)  0.132
H (-2.784, -0.625, -6.967)  0.115
H (1.163, 0.508, -1.689)  0.142
H (1.358, -0.601, -5.306)  0.134
H (3.763, 0.014, -6.320)  0.030
H (-3.227, -4.717, 2.793)  0.091
H (2.893, 3.930, 4.211)  0.084
H (2.776, -1.212, -3.618)  0.112
H (-4.245, 1.874, -7.378)  0.079
H (5.508, -0.188, -6.108)  0.045
H (7.002, 0.742, -3.775)  0.044
H (-3.815, -3.219, 0.834)  0.110
H (-0.358, -2.826, 4.176)  0.096
H (2.540, 3.034, 5.686)  0.073
H (-0.805, -0.726, 6.364)  0.087
H (-4.952, 0.856, 2.714)  0.085
H (3.112, -4.305, 5.948)  0.074
H (-2.758, 1.361, -8.124)  0.078
H (-1.880, -0.978, 4.975)  0.053
H (6.203, 1.245, -2.287)  0.041
H (3.265, 4.643, 5.792)  0.084
H (-4.364, -0.176, -6.396)  0.114
H (-0.764, 1.536, -5.806)  0.122
H (-2.689, 2.256, -6.622)  0.039
H (-3.717, -3.421, 3.897)  0.093
H (4.423, -1.296, -5.308)  0.033
H (-5.202, -3.587, 1.852)  0.126
H (-2.413, 3.377, 3.954)  0.079
H (1.537, 1.104, -4.994)  0.127
H (1.224, 5.696, 4.917)  0.122
H (3.176, -0.871, -1.944)  0.136
H (0.789, 4.707, 6.306)  0.115
H (-2.227, 1.596, 4.002)  0.050
H (3.674, 3.104, -4.640)  0.030
H (5.384, 3.269, -4.171)  0.037
H (-3.897, 1.672, 1.525)  0.073
H (4.923, 2.672, -5.782)  0.036
H (-1.966, -1.874, -2.730)  0.137
H (-3.398, -0.677, -4.444)  0.103
H (-1.704, -2.233, 6.212)  0.075
H (-2.323, -3.201, 2.844)  0.062
H (-0.386, -0.009, -6.672)  0.136
H (2.486, -5.201, 7.363)  0.078
H (6.238, -0.479, -2.768)  0.036
H (-1.658, -0.521, -1.727)  0.107
H (2.782, -3.444, 7.488)  0.077
H (-1.318, 2.547, 2.799)  0.076
H (-5.296, 0.710, 0.960)  0.079



Gap between HOMO and LUMO / eV: 9.0, 9.3
Total energy / eV: -63241.937, -99381.615